1.
A structure of composition C41H69F4N3PSi4TeW. Source: the OMol25 dataset; level of theory: wB97M-V/def2-TZVPD.

## Properties
Maximum force, Eh/bohr: 0.00913
Electronic energy, Eh: -4001.76659
Energy relative to the best compared isomer or geometry (same formula, charge and spin), kJ/mol: 84.9
Highest occupied orbital energy (alpha / beta), eV: -10.1854 / -10.2821
Spin multiplicity: 3
Charge: +1

XYZ file:
```
124
Properties=species:S:1:pos:R:3:lowdin_spin:R:1
W 0.756 -0.506 0.484 0.96
C 3.565 -1.745 -3.524 0.00
N 4.046 -0.936 -2.415 0.00
C 5.500 -1.011 -2.362 0.00
C 3.626 0.452 -2.533 0.00
C 2.132 0.668 -2.309 0.01
N 1.691 0.648 -0.920 0.00
C 1.940 1.726 -0.094 0.04
C 1.286 1.455 1.129 0.06
F 0.405 -1.033 2.296 0.06
C 1.493 2.285 2.213 0.03
F 0.866 2.035 3.376 0.01
C 2.334 3.376 2.135 -0.01
C 2.914 3.654 0.900 0.03
F 3.697 4.728 0.782 0.01
C 2.722 2.866 -0.227 -0.01
F 3.336 3.212 -1.375 0.00
H 3.904 -1.352 -4.496 0.00
H 2.478 -1.799 -3.531 0.00
H 3.937 -2.762 -3.415 0.00
H 5.969 -0.632 -3.283 0.00
H 5.809 -2.047 -2.222 0.00
H 5.872 -0.425 -1.522 0.00
H 3.876 0.854 -3.531 0.00
H 4.191 1.043 -1.811 0.00
H 1.580 -0.090 -2.849 0.00
H 1.853 1.633 -2.740 0.00
H 2.526 4.021 2.981 0.00
C -1.688 -3.417 1.530 0.00
C -2.000 -3.031 0.086 0.00
C -2.555 -4.231 -0.681 0.00
P -0.669 -2.171 -0.873 0.04
C -1.551 -1.825 -2.466 0.00
C -2.965 -1.275 -2.292 0.02
C -0.744 -0.913 -3.382 0.00
C 0.700 -3.270 -1.315 0.01
C 0.643 -4.253 -2.302 0.00
C 1.732 -5.069 -2.573 0.00
C 1.659 -6.154 -3.613 0.00
C 2.896 -4.864 -1.833 0.00
C 2.983 -3.880 -0.866 0.00
C 1.886 -3.068 -0.601 0.01
N 1.929 -2.078 0.408 -0.02
C 2.808 -2.322 1.534 0.01
C 3.884 -1.462 1.785 0.00
C 4.254 -0.327 0.873 0.00
C 4.680 -1.688 2.905 0.00
C 4.451 -2.741 3.772 0.00
C 5.310 -2.965 4.984 0.00
C 3.401 -3.604 3.478 0.00
C 2.579 -3.423 2.380 0.00
C 1.494 -4.435 2.145 0.00
H -2.629 -3.511 2.074 0.00
H -1.068 -2.691 2.053 0.00
H -1.197 -4.387 1.571 0.00
H -2.753 -2.239 0.124 0.00
H -1.784 -4.992 -0.814 0.00
H -2.956 -3.969 -1.660 0.00
H -3.363 -4.679 -0.101 0.00
H -1.625 -2.802 -2.951 0.00
H -3.628 -1.932 -1.733 0.00
H -3.405 -1.133 -3.281 0.00
H -2.945 -0.304 -1.796 0.03
H 0.248 -1.320 -3.573 0.00
H -0.653 0.084 -2.949 0.00
H -1.250 -0.819 -4.345 0.00
H -0.274 -4.402 -2.862 0.00
H 0.760 -6.060 -4.221 0.00
H 1.646 -7.140 -3.145 0.00
H 2.523 -6.119 -4.277 0.00
H 3.762 -5.486 -2.030 0.00
H 3.901 -3.728 -0.313 0.00
H 3.903 -0.512 -0.140 0.00
H 5.337 -0.206 0.861 0.00
H 3.834 0.615 1.230 0.00
H 5.514 -1.019 3.089 0.00
H 6.103 -2.222 5.050 0.00
H 5.770 -3.954 4.960 0.00
H 4.712 -2.906 5.895 0.00
H 3.211 -4.450 4.132 0.00
H 0.889 -4.557 3.044 0.00
H 1.931 -5.406 1.904 0.00
H 0.837 -4.159 1.330 0.00
C -3.999 2.544 -2.696 0.00
Si -4.726 2.607 -0.972 0.02
C -5.915 4.053 -0.864 0.00
C -5.583 0.989 -0.537 0.00
Si -3.094 3.156 0.632 0.06
Te -1.458 1.151 0.387 0.60
Si -3.722 2.906 2.892 0.01
C -4.093 1.120 3.293 0.00
C -2.316 3.543 3.946 0.00
C -5.268 3.939 3.135 0.00
Si -1.962 5.160 0.130 0.01
C -0.263 5.101 0.895 0.00
C -3.024 6.491 0.908 0.01
C -1.816 5.412 -1.715 0.00
H -4.809 2.591 -3.429 0.00
H -3.440 1.627 -2.881 0.00
H -3.332 3.386 -2.880 0.00
H -6.788 3.869 -1.496 0.00
H -5.445 4.975 -1.215 0.00
H -6.273 4.220 0.154 0.00
H -6.584 1.182 -0.146 0.00
H -5.035 0.418 0.215 0.00
H -5.689 0.360 -1.423 0.00
H -3.224 0.481 3.130 0.00
H -4.927 0.737 2.701 0.00
H -4.373 1.045 4.348 0.00
H -1.394 2.987 3.757 0.00
H -2.563 3.427 5.005 0.00
H -2.124 4.602 3.763 0.00
H -6.098 3.550 2.541 0.00
H -5.112 4.984 2.857 0.00
H -5.577 3.918 4.183 0.00
H -0.295 4.895 1.966 0.00
H 0.252 6.053 0.742 0.00
H 0.329 4.318 0.416 0.00
H -3.139 6.333 1.983 0.00
H -4.019 6.538 0.462 0.00
H -2.550 7.467 0.769 0.00
H -1.280 4.582 -2.183 0.00
H -1.254 6.327 -1.920 0.00
H -2.791 5.508 -2.194 0.00
```

***

2.
A structure of composition C41H70ClGeIrN4O8P2SSi at a distorted geometry. Source: the OMol25 dataset; level of theory: wB97M-V/def2-TZVPD.

## Properties
Maximum force, Eh/bohr: 0.02332
Electronic energy, Eh: -6437.40617
Energy relative to the best compared isomer or geometry (same formula, charge and spin), kJ/mol: 88.1
Highest occupied orbital energy (alpha / beta), eV: -7.1610 / -7.7478
Spin multiplicity: 5

XYZ file:
```
130
Properties=species:S:1:pos:R:3:lowdin_spin:R:1
Ir 0.972 -0.798 -0.240 2.89
C 1.215 -1.557 4.387 0.00
C 0.941 -0.472 3.358 0.00
C -0.511 -0.509 2.935 0.00
C 1.272 0.907 3.922 0.00
O 1.735 -0.732 2.145 0.08
Si 3.389 -0.819 1.897 0.03
S 3.450 -1.380 -0.114 0.23
O 4.142 -1.861 2.902 0.01
C 4.357 -3.291 2.970 0.00
C 4.663 -3.583 4.426 0.00
C 5.557 -3.622 2.096 0.00
C 3.128 -4.084 2.533 0.00
O 3.981 0.653 2.250 0.00
C 5.274 1.278 2.253 0.00
C 5.338 2.163 3.484 0.00
C 6.384 0.231 2.291 0.00
C 5.372 2.112 0.985 0.00
H 0.631 -1.358 5.292 0.00
H 2.276 -1.586 4.655 0.00
H 0.925 -2.535 3.989 0.00
H -1.149 -0.275 3.795 0.00
H -0.779 -1.493 2.550 0.00
H -0.699 0.229 2.145 0.00
H 0.569 1.152 4.724 0.00
H 1.188 1.662 3.131 0.00
H 2.289 0.943 4.321 0.00
H 5.477 -2.938 4.773 0.00
H 4.964 -4.631 4.549 0.00
H 3.778 -3.399 5.046 0.00
H 6.445 -3.082 2.446 0.00
H 5.349 -3.332 1.059 0.00
H 5.763 -4.699 2.126 0.00
H 2.242 -3.772 3.104 0.00
H 3.300 -5.154 2.712 0.00
H 2.916 -3.934 1.474 0.00
H 5.283 1.550 4.391 0.00
H 4.493 2.861 3.483 0.00
H 6.273 2.738 3.502 0.00
H 6.265 -0.419 3.165 0.00
H 7.363 0.722 2.339 0.00
H 6.348 -0.399 1.388 0.00
H 4.521 2.800 0.923 0.00
H 5.342 1.460 0.102 0.00
H 6.304 2.692 0.975 0.00
C -1.201 -0.339 -4.262 0.00
N -0.452 0.872 -3.881 0.00
C -0.932 2.117 -4.488 0.00
P 1.081 0.687 -3.371 0.01
O 1.298 -0.551 -2.553 0.09
O 1.362 2.100 -2.682 0.00
P 2.191 2.487 -1.323 0.01
O 2.202 1.434 -0.276 0.05
N 1.434 3.868 -0.880 0.00
C 0.688 4.677 -1.849 0.00
C 0.882 3.918 0.493 0.00
N 3.700 2.887 -1.829 0.00
C 3.888 4.075 -2.657 0.00
C 4.614 1.777 -2.176 0.00
N 2.185 0.673 -4.607 0.00
C 2.134 1.749 -5.601 0.00
C 2.578 -0.636 -5.174 0.00
H -2.259 -0.186 -4.049 0.00
H -0.866 -1.192 -3.678 0.00
H -1.099 -0.572 -5.329 0.00
H -1.970 2.282 -4.191 0.00
H -0.899 2.081 -5.580 0.00
H -0.349 2.972 -4.144 0.00
H 1.051 4.523 -2.865 0.00
H 0.798 5.736 -1.607 0.00
H -0.380 4.426 -1.826 0.00
H 1.349 3.162 1.124 0.00
H -0.198 3.732 0.481 0.00
H 1.066 4.900 0.928 0.00
H 3.278 4.905 -2.293 0.00
H 3.653 3.885 -3.714 0.00
H 4.933 4.379 -2.595 0.00
H 4.424 0.909 -1.547 0.00
H 5.642 2.103 -2.002 0.00
H 4.511 1.485 -3.228 0.00
H 1.867 2.699 -5.136 0.00
H 1.418 1.540 -6.405 0.00
H 3.118 1.865 -6.055 0.00
H 2.600 -1.395 -4.396 0.00
H 3.580 -0.551 -5.599 0.00
H 1.899 -0.964 -5.973 0.00
O -0.337 0.959 -0.568 0.10
C -1.518 0.421 -0.471 0.01
O -1.679 -0.790 -0.211 0.06
C -2.715 1.309 -0.760 0.00
C -3.969 1.134 0.138 0.00
Ge -4.938 -0.586 0.058 0.00
C -4.812 -1.848 1.535 0.00
C -5.190 -3.183 1.348 0.00
C -5.177 -4.082 2.414 0.00
C -4.795 -3.656 3.684 0.00
C -4.448 -2.325 3.889 0.00
C -4.462 -1.431 2.821 0.00
C -6.797 0.062 0.235 0.00
C -7.830 -0.106 -0.693 0.00
C -9.091 0.451 -0.480 0.00
C -9.345 1.181 0.674 0.00
C -8.334 1.348 1.619 0.00
C -7.076 0.796 1.397 0.00
C -4.724 -1.555 -1.618 0.00
C -5.378 -1.172 -2.795 0.00
C -5.269 -1.936 -3.956 0.00
C -4.511 -3.101 -3.951 0.00
C -3.842 -3.487 -2.793 0.00
C -3.938 -2.716 -1.638 0.00
H -2.998 1.105 -1.803 0.00
H -2.351 2.337 -0.717 0.00
H -4.717 1.867 -0.161 0.00
H -3.717 1.342 1.188 0.00
H -5.504 -3.531 0.369 0.00
H -5.462 -5.115 2.250 0.00
H -4.774 -4.359 4.512 0.00
H -4.159 -1.985 4.880 0.00
H -4.186 -0.391 2.992 0.00
H -7.662 -0.694 -1.594 0.00
H -9.875 0.311 -1.217 0.00
H -10.325 1.612 0.841 0.00
H -8.528 1.907 2.527 0.00
H -6.300 0.936 2.151 0.00
H -5.978 -0.263 -2.815 0.00
H -5.788 -1.628 -4.857 0.00
H -4.441 -3.706 -4.848 0.00
H -3.236 -4.388 -2.789 0.00
H -3.394 -3.015 -0.744 0.00
Cl 0.414 -2.988 0.113 0.38
```